Below is a molecular structure, C51H55BrF4HgN3O2P2, with properties calculated with the ωB97M-V functional and the def2-TZVPD basis.

## Properties
Orbital gap (spin up / spin down) (eV): 3.91 / 4.01
Spin multiplicity: 2
Expectation value of S²: 0.773
Net charge: -2

Each line ends with the Mulliken spin population.
Positions of all 119 atoms, in Å:
Hg 1.95 -0.64 0.98  0.528
O 2.32 -4.18 0.16  0.001
C 1.78 -4.88 1.04  0.051
C 0.83 -5.92 0.70  -0.012
C 0.23 -6.74 1.63  0.001
C 0.52 -6.61 3.00  -0.001
C 1.42 -5.63 3.37  0.009
C 2.06 -4.78 2.46  0.002
C 3.02 -3.81 3.00  -0.024
N 3.28 -2.57 2.66  -0.027
C 4.24 -2.11 3.52  -0.002
C 4.60 -3.08 4.40  0.007
N 3.83 -4.17 4.06  0.002
H 0.62 -6.03 -0.36  -0.001
H -0.47 -7.49 1.30  0.000
H 0.03 -7.23 3.74  0.000
H 1.61 -5.49 4.43  0.001
H 4.61 -1.10 3.43  -0.002
H 5.31 -3.11 5.20  -0.001
H 3.84 -5.08 4.48  -0.001
F 0.59 3.71 8.33  0.001
C 0.51 3.38 7.03  0.004
C -0.13 4.22 6.15  -0.002
F -0.67 5.37 6.59  -0.001
C -0.21 3.87 4.81  -0.003
F -0.85 4.74 4.01  0.000
C 0.32 2.69 4.32  -0.013
P 0.14 2.09 2.56  -0.012
C 1.08 3.32 1.61  -0.009
C 1.35 2.96 0.29  0.004
C 2.12 3.78 -0.53  0.012
C 2.65 4.95 -0.01  0.004
C 2.41 5.30 1.31  -0.005
C 1.64 4.48 2.11  0.003
C -1.60 2.63 2.27  -0.001
C -1.98 3.44 1.20  0.001
C -3.32 3.74 0.99  0.000
C -4.30 3.26 1.85  0.000
C -3.93 2.45 2.91  0.000
C -2.60 2.12 3.10  0.000
C 0.97 1.84 5.23  0.024
Br 1.72 0.19 4.71  -0.021
C 1.06 2.19 6.57  -0.011
F 1.67 1.41 7.47  -0.001
H 1.00 2.00 -0.09  -0.009
H 2.38 3.45 -1.52  -0.002
H 3.30 5.56 -0.63  -0.001
H 2.85 6.20 1.72  -0.001
H 1.49 4.76 3.15  -0.002
H -1.22 3.84 0.54  -0.001
H -3.60 4.38 0.15  0.000
H -5.34 3.51 1.69  0.000
H -4.69 2.05 3.58  0.000
H -2.32 1.45 3.91  -0.001
O 0.19 -1.02 -1.50  -0.157
P -0.98 -0.80 -2.37  -0.042
C -0.59 0.46 -3.64  -0.002
C -1.68 0.83 -4.66  0.001
C -2.58 1.98 -4.21  0.000
C -1.75 3.20 -3.79  0.000
C -0.82 2.83 -2.64  0.001
C 0.12 1.70 -3.04  0.014
C -2.42 -0.27 -1.37  -0.022
C -3.83 -0.45 -1.99  0.002
C -4.52 -1.70 -1.46  0.000
C -4.72 -1.64 0.07  0.000
C -3.65 -0.78 0.75  -0.002
C -2.31 -0.92 0.03  -0.047
C -1.44 -2.37 -3.23  0.007
C -0.58 -2.66 -4.49  -0.002
C 0.68 -3.42 -4.09  0.004
C 0.31 -4.84 -3.66  0.000
C -1.02 -4.85 -2.87  0.001
C -1.25 -3.50 -2.19  -0.019
H 0.20 -0.08 -4.17  0.001
H -2.29 -0.05 -4.90  0.000
H -1.19 1.13 -5.59  0.000
H -3.19 1.67 -3.36  0.000
H -3.27 2.24 -5.01  0.000
H -2.41 4.02 -3.50  0.000
H -1.16 3.54 -4.64  0.000
H -1.42 2.55 -1.77  0.003
H -0.23 3.69 -2.33  0.000
H 0.74 1.37 -2.21  -0.012
H 0.81 2.08 -3.80  0.001
H -2.25 0.80 -1.22  0.003
H -3.78 -0.49 -3.08  0.000
H -4.44 0.42 -1.74  0.000
H -3.93 -2.58 -1.72  0.001
H -5.49 -1.83 -1.96  0.000
H -4.68 -2.66 0.47  0.000
H -5.72 -1.25 0.30  0.000
H -3.55 -1.06 1.80  0.001
H -3.95 0.28 0.73  0.000
H -2.04 -1.97 -0.04  0.000
H -1.50 -0.45 0.58  0.138
H -2.49 -2.32 -3.53  -0.001
H -0.33 -1.75 -5.03  0.000
H -1.17 -3.27 -5.18  0.000
H 1.18 -2.89 -3.27  -0.001
H 1.39 -3.46 -4.92  0.000
H 1.11 -5.26 -3.05  0.000
H 0.20 -5.47 -4.54  0.000
H -0.99 -5.63 -2.11  0.000
H -1.85 -5.08 -3.54  0.000
H -0.39 -3.27 -1.56  0.033
H -2.12 -3.56 -1.53  0.004
N 3.41 1.02 1.07  0.642
C 3.98 1.41 -0.04  -0.092
C 4.99 2.45 0.00  0.064
C 5.54 3.00 -1.14  0.016
C 5.16 2.59 -2.42  -0.025
C 4.21 1.58 -2.50  0.001
C 3.64 1.00 -1.39  0.015
H 5.29 2.80 0.98  0.000
H 6.29 3.78 -1.03  0.003
H 5.60 3.03 -3.31  -0.004
H 3.89 1.22 -3.48  0.000
H 2.90 0.21 -1.50  -0.012



Below is a single C7H10O molecule, with properties calculated with the ωB97M-V functional and the def2-TZVPD basis.

## Properties
SMILES: CC(=O)C=C=C(C)C
Orbital gap (eV): 9.82

Each line ends with the Löwdin charge.
Positions of all 18 atoms, in Å:
C -0.02 -0.10 -0.34  0.020
C 1.21 -0.36 -0.67  -0.022
C -1.28 0.08 0.03  -0.259
C 2.20 0.29 0.21  -0.491
C -2.03 -0.93 0.98  -0.034
C -2.13 1.29 -0.53  -0.059
C 3.58 -0.33 0.19  -0.016
O 1.93 1.16 0.96  0.097
H 1.64 -0.97 -1.41  0.092
H -3.18 -0.70 1.04  0.118
H -1.52 -0.75 1.89  0.055
H -1.73 -1.88 0.64  0.050
H -2.73 0.71 -1.27  0.080
H -1.59 2.17 -0.95  0.079
H -2.86 1.85 0.06  0.064
H 4.01 -0.51 -0.78  0.077
H 3.58 -1.07 0.93  0.069
H 4.29 0.32 0.69  0.079



Below is 2 unconnected molecules or ions with the total composition CH8N4, with properties calculated with the ωB97M-V functional and the def2-TZVPD basis.

## Properties
SMILES: [H]/N=N/[H].CNN
Orbital gap (eV): 8.83

Each line ends with the Löwdin charge.
Positions of all 13 atoms, in Å:
N 0.76 -1.13 1.18  -0.027
C -0.90 -0.90 -0.46  -0.161
N -0.45 -0.51 0.85  -0.232
H 1.53 -0.87 0.56  0.060
H 1.00 -0.90 2.13  0.072
H -1.96 -0.67 -0.55  0.077
H -0.74 -1.97 -0.58  0.078
N 0.53 1.50 -1.25  -0.023
N 0.20 1.88 -0.09  -0.048
H -0.37 0.54 0.86  0.040
H 1.49 1.11 -1.22  0.055
H -0.36 -0.37 -1.27  0.038
H -0.74 2.31 -0.14  0.072



Below is a molecular structure, C6H15NO2Rb, with properties calculated with the ωB97M-V functional and the def2-TZVPD basis.

## Properties
Orbital gap (spin up / spin down) (eV): 10.36 / 4.73
Spin multiplicity: 2
Expectation value of S²: 0.755
Net charge: +2

Each line ends with the Mulliken spin population.
Positions of all 25 atoms, in Å:
Rb -1.74 2.53 -0.67  0.003
C -1.70 1.32 3.29  0.000
O -0.90 1.66 2.17  0.008
C 0.37 0.97 2.24  0.060
C 1.21 1.09 0.93  0.011
N 0.53 0.44 -0.17  0.621
C 0.48 -0.96 -0.29  0.021
C -0.05 -1.28 -1.69  -0.003
O 0.95 -1.27 -2.72  0.122
C 0.50 -1.82 -4.02  -0.001
H -1.71 0.27 3.59  0.000
H -2.72 1.63 3.08  0.002
H -1.35 1.80 4.20  0.001
H 0.30 -0.08 2.55  -0.001
H 0.93 1.41 3.07  -0.004
H 2.17 0.72 1.30  0.043
H 1.31 2.16 0.76  0.001
H 0.79 0.98 -0.99  -0.016
H -0.24 -1.39 0.41  0.047
H 1.45 -1.41 -0.09  0.051
H -0.96 -0.74 -1.94  0.012
H -0.53 -2.25 -1.67  0.013
H 0.07 -0.96 -4.53  0.009
H -0.23 -2.62 -3.95  0.001
H 1.10 -2.19 -4.85  0.002



Results for max |F|: 0.6; 3.2; 2.0; 3.3 (in eV/A, following the order of the records).
Results for energy above the lowest of the compared OMol25 structures with the same formula, charge and spin: 173.39; 266.35; 362.00; 43.74 (in kJ/mol, following the order of the records).